## i
{"formula": "CH6O4", "method": "ωB97M-V with the def2-TZVPD basis set", "species": ["C", "O", "O", "H", "H", "H", "H", "O", "O", "H", "H"], "coordinates": [[-0.328, 0.863, -0.856], [0.614, -0.811, -0.626], [-0.284, -1.892, -0.965], [0.264, -2.348, -1.622], [0.422, 1.585, -0.560], [-1.307, 1.003, -0.419], [-0.385, 0.579, -1.898], [-0.305, 0.037, 1.379], [0.759, 0.710, 2.087], [0.293, 0.928, 2.908], [0.256, -0.653, 0.572]], "e_homo_ev": [-8.618, -8.619], "orbital_gap_ev": [8.47, 8.47]}



## ii
{"formula": "CH6O4", "method": "ωB97M-V with the def2-TZVPD basis set", "species": ["O", "C", "O", "H", "H", "O", "H", "H", "O", "H", "H"], "coordinates": [[-1.659, 1.755, 1.578], [-1.072, 1.552, 0.568], [0.123, 0.827, 0.699], [-1.210, 1.709, -0.493], [0.493, 0.517, -0.165], [0.716, -0.109, -1.758], [1.359, -0.756, -1.739], [0.623, -0.045, -2.714], [0.497, -1.926, 1.395], [-0.100, -2.469, 0.909], [0.229, -1.055, 1.720]], "e_homo_ev": -10.781, "smiles": "O=CO.O.O", "orbital_gap_ev": 10.89}



Most stable to least stable: ii, i